1.
{
  "formula": "C21H18FN5O2",
  "method": "ωB97M-V/def2-TZVPD",
  "max_force_ev_per_a": 4.53,
  "e_above_lowest_kcal_mol": 86.5,
  "homo_ev": -7.97,
  "energy_ha": -1335.0997,
  "mol_weight_g_mol": 391.4,
  "smiles": "CC(C)Nc1ccc2cnn(-c3cncc(-c4ccc(C(=O)O)cc4F)n3)c2c1",
  "symbols": ["F", "O", "O", "N", "N", "N", "N", "N", "C", "C", "C", "C", "C", "C", "C", "C", "C", "C", "C", "C", "C", "C", "C", "C", "C", "C", "C", "C", "C", "H", "H", "H", "H", "H", "H", "H", "H", "H", "H", "H", "H", "H", "H", "H", "H", "H", "H"],
  "positions_angstrom": [[-2.41, -1.62, -3.29], [-1.79, -6.22, -2.23], [0.33, -6.55, -1.19], [0.27, 1.97, -4.16], [1.85, 2.55, -0.97], [2.78, 3.56, -1.23], [-0.41, 1.23, 3.27], [0.89, 0.64, -1.76], [-1.45, -3.60, -2.81], [-0.09, 0.64, -4.02], [-0.51, -4.35, -2.03], [0.67, 1.60, 1.14], [1.20, 2.96, 3.00], [3.00, 4.17, -0.08], [0.62, -3.66, -1.50], [1.54, 2.43, 0.37], [-1.38, 0.29, 2.86], [1.04, 2.53, -3.23], [0.81, -2.31, -1.86], [-1.32, -2.21, -2.85], [2.07, 3.73, 2.33], [1.21, 1.92, -1.99], [0.27, -0.05, -2.74], [-1.76, -0.41, 4.12], [-2.61, 0.86, 2.30], [0.49, 1.91, 2.48], [-0.11, -1.52, -2.55], [2.21, 3.50, 0.91], [-0.66, -5.84, -1.84], [-2.26, 0.36, 4.82], [1.38, 3.54, -3.29], [3.58, 5.04, -0.01], [-1.13, -0.38, 2.09], [1.67, -1.87, -1.36], [0.07, 0.80, 0.68], [-3.39, 0.11, 2.47], [-0.99, -0.81, 4.73], [1.35, -4.17, -0.90], [-2.40, 1.18, 1.31], [2.73, 4.49, 2.82], [0.87, 3.17, 4.01], [-0.01, -7.39, -0.90], [-2.49, -1.21, 4.10], [-0.16, 1.19, 4.26], [-2.91, 1.70, 2.96], [-2.28, -4.05, -3.33], [-0.42, 0.17, -4.90]],
  "nbo_charge": [-0.3041, -0.5809, -0.6777, -0.3596, -0.2386, -0.2399, -0.5976, -0.4244, -0.2341, -0.0174, -0.1319, -0.3339, -0.2660, 0.0031, -0.2029, 0.2324, -0.0755, -0.0095, -0.1648, 0.4183, -0.1412, 0.3387, 0.1860, -0.6059, -0.5980, 0.2001, -0.1341, -0.1830, 0.7681, 0.1972, 0.2207, 0.2154, 0.1872, 0.2332, 0.2342, 0.2148, 0.2101, 0.2318, 0.2142, 0.2212, 0.2046, 0.5040, 0.2218, 0.3916, 0.2043, 0.2562, 0.2121]
}

---

2.
{
  "formula": "C2H5OS",
  "method": "ωB97M-V/def2-TZVPD",
  "max_force_ev_per_a": 0.98,
  "e_above_lowest_kcal_mol": 2.2,
  "homo_ev": -2.76,
  "energy_ha": -552.6539,
  "mol_weight_g_mol": 77.1,
  "total_charge": -1,
  "symbols": ["S", "O", "C", "C", "H", "H", "H", "H", "H"],
  "positions_angstrom": [[2.27, -0.43, -0.12], [-2.59, -0.31, 0.38], [-0.93, 1.14, -0.52], [-1.43, 0.06, 0.37], [1.82, -0.95, 1.06], [-0.70, -0.37, 1.06], [0.10, 1.41, -0.31], [-0.97, 0.80, -1.56], [-1.57, 2.02, -0.46]],
  "nbo_charge": [-1.0588, -0.5809, -0.7447, 0.4532, 0.0806, 0.1308, 0.2730, 0.2391, 0.2076]
}

---

3.
{
  "formula": "C6H14N2O2",
  "method": "ωB97M-V/def2-TZVPD",
  "max_force_ev_per_a": 2.13,
  "e_above_lowest_kcal_mol": 22.2,
  "homo_ev": -9.03,
  "energy_ha": -497.0221,
  "mol_weight_g_mol": 146.2,
  "smiles": "CNC(C)=O.CNC(C)=O",
  "symbols": ["O", "O", "N", "N", "C", "C", "C", "C", "C", "C", "H", "H", "H", "H", "H", "H", "H", "H", "H", "H", "H", "H", "H", "H"],
  "positions_angstrom": [[3.42, -0.71, 1.67], [-0.02, 1.01, -0.87], [1.18, -0.72, 1.59], [-2.06, 0.22, -1.45], [-1.87, 2.58, -1.34], [-1.20, 1.23, -1.11], [2.39, -0.87, -0.48], [0.99, -0.61, 3.03], [-1.79, -1.19, -1.15], [2.41, -0.72, 0.99], [-2.83, 0.48, -2.03], [-2.66, 2.58, -0.60], [-2.75, -1.70, -1.15], [1.54, -1.49, -0.75], [0.06, -1.11, 3.28], [-1.23, 3.45, -1.22], [3.33, -1.34, -0.76], [0.44, -0.36, 1.00], [1.84, -1.11, 3.48], [-2.14, 2.64, -2.40], [2.26, 0.07, -1.02], [-1.21, -1.11, -0.24], [-1.09, -1.64, -1.87], [0.97, 0.42, 3.40]],
  "nbo_charge": [-0.6288, -0.6412, -0.6309, -0.6249, -0.7179, 0.6837, -0.7106, -0.4172, -0.4120, 0.6755, 0.3909, 0.2337, 0.2112, 0.2155, 0.1928, 0.2407, 0.2350, 0.3919, 0.2301, 0.2310, 0.2541, 0.2126, 0.1975, 0.1872]
}

---

4.
{
  "formula": "C30H25BeN4O2",
  "method": "ωB97M-V/def2-TZVPD",
  "max_force_ev_per_a": 0.33,
  "e_above_lowest_kcal_mol": 0.7,
  "homo_ev": -9.83,
  "energy_ha": -1542.5009,
  "mol_weight_g_mol": 482.6,
  "total_charge": 1,
  "symbols": ["O", "O", "N", "N", "N", "N", "C", "C", "C", "C", "C", "C", "C", "C", "C", "C", "C", "C", "C", "C", "C", "C", "C", "C", "C", "C", "C", "C", "C", "C", "C", "C", "C", "C", "C", "C", "Be", "H", "H", "H", "H", "H", "H", "H", "H", "H", "H", "H", "H", "H", "H", "H", "H", "H", "H", "H", "H", "H", "H", "H", "H", "H"],
  "positions_angstrom": [[0.19, 0.54, -0.74], [1.84, 1.51, -1.70], [-1.04, 2.98, -0.28], [1.22, 2.69, 0.66], [0.35, -2.09, -0.16], [-0.51, 2.60, -2.64], [0.32, 3.00, 1.60], [-0.87, 2.52, -4.98], [0.64, 3.10, 2.94], [2.42, -3.18, -0.76], [4.15, -1.95, -1.93], [-0.06, 2.36, -3.87], [3.37, -0.83, -1.89], [-1.74, -4.32, 3.74], [-1.79, 2.98, -2.46], [-0.35, -2.01, 2.62], [-1.31, -4.31, 2.30], [-1.56, -5.42, 1.49], [-3.29, 3.67, -0.48], [-2.18, 2.92, -4.81], [-0.64, -3.20, 1.76], [-1.17, -5.43, 0.16], [1.59, -2.04, -0.73], [2.48, 2.48, 1.02], [2.09, -0.84, -1.30], [-0.27, -3.23, 0.41], [-3.31, 3.89, 0.90], [-2.66, 3.15, -3.52], [-2.17, 3.68, 1.67], [-2.10, 3.22, -1.04], [-1.03, 3.22, 1.03], [2.90, 2.57, 2.34], [1.96, 2.88, 3.31], [-0.54, -4.33, -0.38], [1.37, 0.41, -1.26], [3.67, -3.12, -1.34], [0.36, 2.18, -1.06], [2.25, 2.96, 4.35], [3.71, 0.11, -2.31], [-3.68, 3.46, -3.36], [-2.83, 3.05, -5.66], [3.17, 2.22, 0.22], [-2.30, -5.22, 3.97], [-1.25, -1.41, 2.79], [-1.39, -6.30, -0.46], [-0.88, -4.28, 4.41], [-0.14, -1.21, -0.12], [2.08, -4.10, -0.31], [0.97, 2.04, -3.94], [-2.37, -3.46, 3.97], [-0.47, 2.33, -5.97], [-0.11, 3.34, 3.67], [3.93, 2.40, 2.59], [-4.22, 4.24, 1.37], [-2.06, -6.27, 1.92], [0.41, -1.36, 2.17], [-2.18, 3.88, 2.73], [5.13, -1.93, -2.39], [0.02, -2.32, 3.60], [-0.26, -4.31, -1.43], [-4.16, 3.86, -1.08], [4.28, -4.02, -1.34]],
  "nbo_charge": [-0.8753, -0.8383, -0.6082, -0.5384, -0.6228, -0.5851, 0.1542, -0.2337, -0.2089, -0.3058, -0.2812, 0.0993, -0.1111, -0.6359, 0.1472, -0.6579, -0.0129, -0.2088, -0.2317, -0.1222, 0.0386, -0.2016, 0.3442, 0.0876, -0.3142, 0.1091, -0.1221, -0.2096, -0.2128, 0.2818, 0.2138, -0.2308, -0.1322, -0.2230, 0.7736, -0.1315, 1.6737, 0.2377, 0.2292, 0.2339, 0.2397, 0.2342, 0.2239, 0.2148, 0.2206, 0.2200, 0.4329, 0.2321, 0.2388, 0.2164, 0.2447, 0.2308, 0.2425, 0.2406, 0.2148, 0.2201, 0.2379, 0.2238, 0.2241, 0.2207, 0.2372, 0.2219]
}